This record from the Open Molecules 2025 dataset describes a structure of composition C44H56GeN8O4S2Zr. The level of theory is ωB97M-V/def2-TZVPD.

## Properties
**Energy relative to the best compared isomer or geometry (same formula, charge and spin)**: 0.2 kJ/mol

Structure (ORCA input):
```
! RIJCOSX wB97M-V def2-TZVPD def2/J DEFGRID3
* xyz 2 1
Zr 0.68 1.09 -0.72
C -2.05 3.95 3.02
C -2.23 4.80 1.93
C -1.83 4.41 0.66
C -1.25 3.16 0.46
C -1.06 2.35 1.57
C -1.44 2.71 2.85
N -0.81 2.64 -0.76
C -1.73 2.44 -1.78
C -3.05 2.73 -1.85
C -3.88 2.13 -2.89
C -3.47 1.05 -3.57
C -2.09 0.51 -3.28
C -1.17 1.56 -2.80
N 0.12 1.41 -2.77
N 0.78 0.47 -3.49
C 2.12 0.62 -3.24
C 3.07 0.17 -4.17
C 4.40 0.34 -3.90
C 4.80 0.96 -2.70
C 3.83 1.35 -1.82
N 2.50 1.18 -2.06
H -2.37 4.26 4.01
H -2.68 5.77 2.08
H -1.95 5.07 -0.19
H -1.05 0.37 1.59
H -1.31 2.03 3.68
H -3.52 3.36 -1.10
H -4.86 2.54 -3.07
H -4.08 0.57 -4.32
H -1.67 -0.07 -4.11
H 2.72 -0.28 -5.09
H 5.14 0.03 -4.62
H 5.84 1.13 -2.47
H 4.07 1.84 -0.89
N 2.44 0.22 1.03
N 1.77 -0.89 1.60
C 1.11 -1.70 0.70
O 0.51 -2.70 0.98
O 1.24 -1.20 -0.55
H 3.34 -0.06 0.64
H 2.59 0.90 1.76
H 2.11 -1.31 2.45
S 1.98 3.29 0.25
C 2.28 3.45 1.94
N 1.74 2.64 2.86
C 1.79 2.95 4.29
C 3.13 3.59 4.61
C 3.34 4.80 3.72
N 3.08 4.43 2.33
H 0.94 2.10 2.55
H 1.65 2.02 4.85
H 0.97 3.63 4.55
H 3.94 2.86 4.45
H 3.16 3.89 5.66
H 4.36 5.17 3.78
H 2.67 5.62 4.01
H 3.47 5.01 1.59
C 4.99 -2.52 -1.96
C 4.94 -3.99 -1.57
C 3.58 -4.65 -1.77
C 2.46 -4.01 -0.94
Ge 1.42 -2.66 -1.88
C -0.36 -3.23 -2.39
C -0.36 -4.57 -3.14
C -0.18 -4.43 -4.65
C 1.08 -3.69 -5.07
H 5.99 -2.12 -1.85
H 4.32 -1.91 -1.35
H 4.69 -2.38 -3.00
H 5.23 -4.10 -0.52
H 5.69 -4.54 -2.15
H 3.66 -5.70 -1.49
H 3.33 -4.66 -2.84
H 2.89 -3.57 -0.03
H 1.74 -4.75 -0.59
H 2.24 -1.87 -2.89
H -0.82 -2.45 -3.01
H -0.90 -3.30 -1.45
H -1.31 -5.07 -2.95
H 0.42 -5.24 -2.74
H -1.06 -3.91 -5.06
H -0.18 -5.43 -5.09
H 1.02 -2.62 -4.82
H 1.23 -3.75 -6.15
H 1.97 -4.11 -4.59
C -3.21 -1.41 -1.91
C -2.10 -0.43 -2.02
O -1.24 -0.32 -1.15
H -3.37 -1.90 -2.88
H -4.12 -0.85 -1.67
H -3.01 -2.14 -1.14
O -0.40 1.11 1.33
S -2.25 -1.13 2.16
C -3.84 -0.68 1.51
C -4.11 0.61 1.07
C -5.36 0.89 0.52
C -6.32 -0.10 0.42
C -6.05 -1.39 0.87
C -4.81 -1.68 1.41
C -2.28 -0.58 3.85
C -3.43 -0.20 4.53
C -3.34 0.21 5.85
C -2.12 0.23 6.50
C -0.97 -0.16 5.83
C -1.05 -0.56 4.50
H -3.37 1.38 1.16
H -5.57 1.90 0.18
H -7.29 0.13 -0.01
H -6.80 -2.16 0.79
H -4.59 -2.68 1.77
H -4.39 -0.22 4.02
H -4.24 0.50 6.37
H -2.06 0.54 7.54
H -0.02 -0.17 6.34
H -0.16 -0.88 3.97
*
```

---

This record from the Open Molecules 2025 dataset describes a structure of composition C44H57BN11O2RbSTe. The level of theory is ωB97M-V/def2-TZVPD.

## Properties
**Energy relative to the best compared isomer or geometry (same formula, charge and spin)**: 8.7 kJ/mol

Structure (ORCA input):
```
! RIJCOSX wB97M-V def2-TZVPD def2/J DEFGRID3
* xyz -2 1
Rb -0.50 -0.19 -0.40
O -1.52 4.76 -0.94
C -2.57 4.91 -1.76
C -3.00 6.20 -2.08
C -4.08 6.39 -2.92
C -4.75 5.30 -3.47
C -4.32 4.02 -3.15
C -3.24 3.80 -2.31
C -2.79 2.41 -1.96
O -1.73 2.29 -1.24
N -3.56 1.44 -2.37
N -3.03 0.19 -2.08
C -3.85 -0.65 -1.62
C -3.48 -2.05 -1.31
C -4.43 -2.87 -0.71
C -4.11 -4.19 -0.44
C -2.86 -4.65 -0.81
C -1.97 -3.76 -1.39
N -2.25 -2.48 -1.63
H -1.39 3.75 -0.90
H -2.47 7.04 -1.65
H -4.40 7.40 -3.16
H -5.59 5.44 -4.13
H -4.82 3.14 -3.55
H -4.89 -0.38 -1.43
H -5.38 -2.45 -0.43
H -4.81 -4.83 0.08
H -2.55 -5.67 -0.60
H -0.98 -4.09 -1.68
C 5.83 -1.72 -0.17
C 4.40 -2.01 0.16
C 3.85 -3.17 0.66
C 2.47 -2.89 0.78
N 2.21 -1.66 0.37
N 3.40 -1.11 0.00
B 3.54 0.37 -0.41
N 3.04 0.64 -1.84
N 1.85 0.20 -2.31
C 1.83 0.46 -3.61
C 3.03 1.09 -4.00
C 3.77 1.18 -2.84
C 5.12 1.79 -2.67
C 0.64 0.11 -4.49
C 1.05 0.17 -5.96
C 0.15 -1.30 -4.18
C -0.48 1.12 -4.25
N 2.96 1.31 0.68
N 1.67 1.26 1.09
C 1.58 2.09 2.13
C 2.82 2.68 2.40
C 3.67 2.15 1.45
C 5.14 2.41 1.30
C 0.27 2.28 2.87
C -0.34 0.93 3.23
C 0.53 3.06 4.16
C -0.70 3.08 2.00
C 1.40 -3.80 1.34
C 1.36 -5.10 0.54
C 1.72 -4.12 2.81
C 0.03 -3.13 1.28
H 6.42 -2.62 -0.01
H 6.24 -0.93 0.45
H 5.95 -1.41 -1.21
H 4.38 -4.08 0.91
H 4.72 0.60 -0.43
H 3.32 1.43 -4.98
H 5.47 2.15 -3.63
H 5.85 1.07 -2.28
H 5.10 2.63 -1.97
H 1.87 -0.52 -6.18
H 1.37 1.18 -6.24
H 0.20 -0.09 -6.59
H 0.96 -2.03 -4.29
H -0.66 -1.57 -4.86
H -0.24 -1.40 -3.17
H -0.15 2.13 -4.50
H -0.80 1.13 -3.21
H -1.36 0.88 -4.86
H 3.08 3.39 3.17
H 5.44 3.16 2.03
H 5.40 2.77 0.30
H 5.73 1.50 1.47
H 0.36 0.33 3.82
H -0.60 0.33 2.36
H -1.25 1.06 3.82
H 1.24 2.54 4.80
H -0.41 3.17 4.71
H 0.92 4.06 3.95
H -0.99 2.54 1.09
H -0.25 4.03 1.69
H -1.61 3.30 2.56
H 2.32 -5.64 0.60
H 1.16 -4.90 -0.52
H 0.58 -5.76 0.92
H 2.68 -4.63 2.90
H 0.94 -4.75 3.24
H 1.76 -3.20 3.40
H -0.24 -2.89 0.25
H 0.03 -2.22 1.88
H -0.74 -3.79 1.69
N -4.20 2.59 1.71
C -4.00 1.81 2.82
C -4.31 0.54 2.44
N -4.68 0.52 1.11
C -4.60 1.77 0.71
H -3.94 3.56 1.60
H -3.65 2.22 3.75
H -4.26 -0.37 3.01
H -4.78 2.11 -0.30
Te -3.59 -3.71 3.27
C -1.90 -3.80 4.53
C -1.24 -4.88 5.06
C -0.14 -4.54 5.89
C 0.03 -3.19 6.00
S -1.13 -2.35 5.06
H -1.55 -5.89 4.86
H 0.49 -5.26 6.39
H 0.79 -2.65 6.55
*
```

---

This record from the Open Molecules 2025 dataset describes a cluster of 10 separate species, C44H57BrN13O2 in total. The level of theory is ωB97M-V/def2-TZVPD.

Structure (ORCA input):
```
! RIJCOSX wB97M-V def2-TZVPD def2/J DEFGRID3
* xyz 1 1
C -2.21 0.29 0.49
C -2.71 -1.02 0.99
C -1.88 -2.24 0.68
N -3.84 -1.06 1.64
N -3.73 -1.89 2.78
N -2.75 -1.61 3.59
C -2.62 -2.38 4.65
C -1.45 -2.08 5.56
O -0.57 -3.19 5.54
O -0.92 -3.99 6.67
C -3.51 -3.41 4.89
C -4.57 -3.68 4.05
N -5.47 -4.69 4.28
C -4.64 -2.85 2.91
Br -5.99 -3.11 1.63
H -1.33 0.13 -0.14
H -3.00 0.83 -0.05
H -1.90 0.89 1.34
H -2.43 -3.14 0.98
H -1.59 -2.23 -0.37
H -0.99 -2.20 1.32
H -1.78 -1.83 6.57
H -0.88 -1.26 5.12
H -0.95 -4.91 6.37
H -3.38 -4.00 5.80
H -6.01 -4.92 3.45
H -4.96 -5.53 4.56
N -4.18 3.20 6.15
C -3.28 3.68 5.23
C -2.92 2.64 4.42
C -3.63 1.49 4.87
C -4.40 1.87 5.94
H -4.61 3.75 6.88
H -2.98 4.71 5.24
H -2.23 2.69 3.60
H -3.59 0.50 4.45
H -5.08 1.32 6.56
N -8.49 -3.39 -0.60
C -9.76 -3.01 -0.93
C -10.03 -3.48 -2.18
C -8.88 -4.18 -2.63
C -7.94 -4.11 -1.64
H -8.02 -3.18 0.26
H -10.36 -2.44 -0.24
H -10.96 -3.35 -2.72
H -8.76 -4.68 -3.58
H -6.94 -4.51 -1.58
N 0.63 1.91 -2.31
C 1.77 1.16 -2.40
C 1.75 0.52 -3.61
C 0.55 0.90 -4.28
C -0.12 1.76 -3.45
H 0.37 2.48 -1.53
H 2.49 1.15 -1.60
H 2.51 -0.15 -3.98
H 0.22 0.58 -5.25
H -1.06 2.27 -3.58
N 5.34 0.73 -3.73
C 5.60 0.83 -5.07
C 6.82 0.26 -5.30
C 7.32 -0.22 -4.06
C 6.38 0.08 -3.11
H 4.51 1.07 -3.27
H 4.90 1.31 -5.73
H 7.31 0.19 -6.26
H 8.25 -0.72 -3.88
H 6.36 -0.10 -2.04
N -9.91 -4.89 1.89
C -11.26 -5.11 1.83
C -11.56 -6.15 2.67
C -10.34 -6.57 3.26
C -9.34 -5.77 2.76
H -9.42 -4.18 1.37
H -11.89 -4.51 1.20
H -12.54 -6.56 2.84
H -10.21 -7.37 3.97
H -8.28 -5.76 2.96
N 4.70 -0.44 2.68
C 3.45 0.11 2.60
C 3.45 0.98 1.54
C 4.74 0.95 0.96
C 5.49 0.06 1.68
H 4.99 -1.12 3.36
H 2.68 -0.16 3.29
H 2.61 1.58 1.22
H 5.09 1.52 0.11
H 6.51 -0.26 1.58
N 7.26 3.10 -2.32
C 7.36 4.19 -3.14
C 7.81 5.24 -2.38
C 7.99 4.77 -1.06
C 7.64 3.44 -1.05
H 6.95 2.19 -2.60
H 7.10 4.13 -4.18
H 7.99 6.24 -2.74
H 8.34 5.33 -0.21
H 7.64 2.71 -0.26
N 0.36 5.35 -3.76
C -0.89 5.91 -3.85
C -0.89 6.77 -4.91
C 0.41 6.73 -5.49
C 1.16 5.85 -4.76
H 0.65 4.68 -3.07
H -1.67 5.64 -3.15
H -1.72 7.37 -5.24
H 0.76 7.29 -6.34
H 2.18 5.53 -4.86
N 10.57 1.56 -2.55
C 10.97 0.41 -1.93
C 12.24 0.12 -2.34
C 12.64 1.15 -3.23
C 11.59 2.02 -3.34
H 9.68 2.01 -2.43
H 10.31 -0.11 -1.25
H 12.83 -0.73 -2.03
H 13.58 1.24 -3.74
H 11.47 2.93 -3.91
*
```

---

Values of frontier orbital gap, in order: 6.62, 5.11, 4.40, all in eV.
Values of E_HOMO, in order: -12.1, -1.4, -9.0, all in eV.